1.
Below is a molecular structure, C36H54BN8Ta in a non-equilibrium geometry, with properties calculated with ωB97M-V/def2-TZVPD.

- Charge: +4
- Kohn-Sham gap: 0.226 Eh
- Energy: -52321.37081 eV

Geometry (Å):
C -2.2369 2.1026 -0.6237
C 4.9274 -4.3212 -0.9586
C 1.1457 -3.2811 -2.3624
N 1.8183 -2.3686 -1.6146
C 5.0995 -2.1012 -0.0517
C -2.8845 4.4210 -0.0655
H 2.8986 2.3648 -3.1142
C 3.6338 -4.0179 -1.4476
H 0.3576 -0.9843 -3.0607
H -2.9659 -3.2295 -1.3301
H 6.6261 -3.6133 0.1276
H -3.6583 1.0342 2.5202
C -1.1684 1.2290 -2.3833
C 1.6179 -4.5465 -2.6504
C 1.0642 0.9691 4.4661
H -2.7728 -4.9864 0.3973
C -2.1706 2.0827 -2.0421
C -0.1528 3.2014 4.0267
C -1.9241 -3.4010 -1.6030
H -1.5407 -5.9101 -0.4471
B -0.8764 0.9096 1.3327
C 2.3524 2.0733 0.2731
C -0.5459 0.9012 -3.7002
C -4.0026 0.0401 2.8088
H -2.3233 1.1278 -4.9398
C -1.1141 -3.7994 -0.3578
C 3.1487 2.4277 -0.9577
C 5.6405 -3.3841 -0.2545
C 2.3417 2.1042 -2.2134
H 2.0703 0.5487 4.5052
C 2.8580 -4.9319 -2.1790
H -1.2240 -5.3384 1.1888
H 5.6839 -1.3499 0.4693
N -1.3194 1.2545 -0.1425
N -0.4996 -1.3995 0.4767
H 0.4108 0.2395 3.9911
H -1.7767 0.7872 4.3112
C 1.3024 2.0827 2.2577
H 4.0903 1.8729 -0.9677
H 0.1983 -2.9736 -2.7661
H 1.4044 2.6613 -2.2242
H -0.7960 1.2770 -5.8106
H -4.8897 2.8884 -1.1288
H 1.0084 -5.2182 -3.2399
H 0.4598 1.3251 -3.7039
H -5.2734 3.0788 0.5740
H 5.3426 -5.3026 -1.1542
H -1.3450 2.6000 -4.7939
C -4.6155 2.5634 -0.1243
H -3.1267 4.6920 -1.0941
H 0.7311 1.1215 5.4916
C -1.6975 -5.0809 0.2413
H -1.8456 4.6888 0.1338
H 0.0310 -0.8769 -4.7968
C -1.9655 -1.2858 2.1796
C -1.3044 1.5144 -4.8772
H -0.1105 3.4874 5.0762
H -0.0708 -3.9886 -0.6027
C 3.5346 3.9141 -0.9355
C -1.1817 -2.6577 0.5920
C -2.1304 -0.2213 4.5149
C -2.8385 -0.8380 3.3094
H 3.5856 0.0332 -1.2907
C -3.1573 2.9298 0.1998
H 4.2890 4.1136 -0.1755
H 3.0489 3.3935 1.8815
N 3.2313 -0.4994 -0.4964
C 2.3685 2.6373 1.5206
H -2.6835 -3.3694 1.9772
H 3.9602 4.2013 -1.8964
C 3.8538 -1.8046 -0.5449
N 0.6437 1.2396 1.4431
H -2.8527 -0.1495 5.3272
C 3.0967 -2.7369 -1.2082
H -1.1010 2.6927 3.8609
H -4.7989 1.4912 -0.0416
N -0.6649 0.6646 -1.2216
H -2.7852 2.6643 -2.7103
N 1.3174 1.1677 0.2368
N -1.0495 -0.5969 1.5064
Ta 0.8725 -0.5761 -0.7852
H -3.5221 5.0166 0.5862
H -1.3006 -0.8355 4.8631
H -4.5263 -0.4157 1.9666
H -1.4976 1.5158 2.1299
C -2.0291 -2.5832 1.6376
C -0.3846 -0.6017 -3.8263
H -0.1388 4.1149 3.4306
H -2.9718 2.7340 1.2555
H -1.9137 -4.2030 -2.3442
H 1.9357 2.8697 4.0515
H -1.5579 -2.4841 -2.0677
H 3.2478 -5.9217 -2.3925
H 2.6659 4.5455 -0.7440
H 3.5463 -0.0090 0.3387
C 1.0623 2.3085 3.7156
H -1.3275 -1.1320 -3.6972
H -4.7174 0.1568 3.6219
H 2.1003 1.0128 -2.3175
H -3.2958 -1.7638 3.6637

Forces on atoms 1 to 6 (eV/Å):
0.012 -0.015 -0.172
-0.004 0.013 0.002
0.253 0.050 -0.292
-0.450 0.209 -0.233
0.127 0.011 -0.023
-0.023 -0.027 -0.032

2.
Below is a molecular structure, C36H54F6KN5O4S2Sb, with properties calculated with ωB97M-V/def2-TZVPD.

- Charge: -1
- Kohn-Sham gap: 0.169 Eh
- Energy: -114688.03594 eV

Geometry (Å):
H -5.9966 -0.9159 1.6228
H -2.5498 3.8698 -1.3402
N 3.5002 -1.9783 -3.5082
H 0.6487 2.9637 5.5419
C -2.1067 -2.3744 -2.2022
N 3.0070 -0.4799 2.2286
H -1.7671 -3.5197 2.9295
H 1.7660 -1.9824 2.8619
H -4.4998 1.8255 -2.4144
H -0.3579 -2.6726 3.5547
H -4.8727 -0.2937 -2.4379
C -5.3400 -0.4164 0.8975
H -2.4197 -3.0269 -1.3880
C 4.0247 2.4602 -0.5935
F 2.0752 -3.3598 -1.2168
H 2.9704 4.8782 -4.4113
H -1.0677 1.3607 4.6582
S 2.4686 -0.8127 -3.7506
H -2.5869 2.5426 1.3927
C -0.1610 1.3135 2.7155
C -4.6347 2.1201 -1.3706
H -0.0198 -1.3255 1.4252
C 1.6943 3.0380 3.6663
C 4.3148 0.6428 3.8732
C -3.4374 -0.6009 2.5092
H 0.0352 2.3129 -2.6431
H 4.4964 4.2587 -2.5407
C -3.9232 -2.4456 0.9457
H -1.6785 -4.6649 0.6557
H -4.4194 -1.6534 -3.4731
C 2.4942 -1.2466 3.1844
C -3.9163 -0.9249 1.0929
C 0.6848 2.6153 4.5169
H -0.8703 0.6086 2.2953
H -0.2913 -5.6261 1.1988
O 5.5741 -2.6373 -2.3178
C -3.3360 1.9952 -0.5823
C 1.7185 2.5680 2.3595
H 4.7817 3.2427 -0.4058
H 4.5487 1.6175 -1.0558
F 0.9229 -0.5302 -5.8158
H -4.3569 -2.7671 -0.0035
H -2.0947 2.4715 -2.3155
F 3.9176 -4.0474 -0.3132
C 2.8513 -1.1260 4.5217
H 4.0878 -0.0356 5.8994
H -2.3218 -2.8753 -3.1560
H 5.0373 1.4153 4.1055
H -5.4456 1.5201 -0.9593
H -2.7456 0.7955 -3.3950
H -0.1797 -4.6466 -0.2730
S 4.2257 -2.1975 -2.1375
C -2.2200 -0.1536 -3.2813
N 0.7986 1.7241 1.8926
O 3.0787 0.4634 -3.9982
H 2.4678 3.7131 4.0116
C -0.6746 -3.5409 2.9662
C 2.6431 4.1989 -3.6342
H 4.9472 0.5756 0.7426
H -4.5322 -2.8834 1.7489
C -0.0997 -3.4773 1.5499
C -0.4791 -2.1651 0.8722
F 3.3893 -4.6888 -2.3100
H -4.7664 -1.9246 -1.7667
H -4.1154 -1.0546 3.2448
C -0.2653 1.7319 4.0350
C 3.7823 -0.1631 4.8682
C 1.0126 2.7764 -2.6518
H 2.4028 -1.7739 5.2624
C 3.0442 2.9669 -1.6290
N 1.8200 2.4493 -1.6446
H 5.2144 1.9728 1.8032
H 3.5112 3.6669 1.9199
H 0.9984 -3.6215 1.6537
H 2.2731 3.6840 0.6585
H -2.2896 -0.6845 -4.2395
C -0.5884 -4.6770 0.7395
H -5.7209 -0.6469 -0.1003
H -1.3009 2.7545 -0.7631
H 0.6838 3.8575 -4.4715
H -4.3132 2.1749 1.3798
C -3.5053 2.6226 0.8016
N 3.4335 1.9743 0.6431
H -1.0253 -2.2549 -2.1284
H -5.4379 0.6559 1.0578
H -3.7313 3.6944 0.6999
K 1.6321 -0.1338 -0.2530
H -3.4055 0.4751 2.7052
C -4.3065 -1.2266 -2.4671
H -1.1602 0.0464 -3.1021
H -2.4411 -1.0243 2.6644
C 1.8480 -1.3944 -5.3834
C 2.7761 3.0417 1.3838
F 1.2866 -2.5960 -5.2901
O 1.2995 -0.8345 -2.9014
C -2.2566 2.8107 -1.2911
C 3.4915 3.8599 -2.5964
C 3.8953 0.4559 2.5642
C 1.3764 3.6409 -3.6703
H -0.0769 -2.1528 -0.1534
O 3.9572 -1.1627 -1.1641
Sb -2.3643 -0.0472 -0.2436
C 4.4505 1.2732 1.4211
C -2.8230 -1.0220 -2.1768
F 2.8235 -1.4470 -6.2894
H -2.9012 -2.8215 1.0133
C 3.3479 -3.6646 -1.4584
H -4.9706 3.1691 -1.3756
H -0.3630 -4.4456 3.4998

Forces on atoms 1 to 6 (eV/Å):
-0.012 -0.012 0.007
-0.003 0.010 0.001
0.040 0.024 -0.014
0.002 0.000 0.000
-0.042 0.019 -0.030
0.002 -0.017 -0.002

The calculation returns the following energy above the lowest of the compared OMol25 structures with the same formula, charge and spin values, one per record and in order: 0.0 30.1 kcal/mol.